1.
C5H8O2 | wB97M-V/def2-TZVPD

```
15
Properties=species:S:1:pos:R:3:forces:R:3
C -1.791 -0.396 -0.400 0.074 -0.011 0.268
C -0.410 0.170 -0.043 -0.028 -0.169 0.077
O -0.367 1.562 -0.303 0.005 0.147 -0.357
C 0.691 0.144 1.191 -0.406 0.021 0.218
C 1.816 0.046 0.109 0.086 -0.095 -0.134
C 0.716 -0.690 -0.597 0.237 -0.324 -0.405
O 0.638 -1.870 -0.858 0.104 0.537 -0.366
H -2.616 -0.137 0.266 0.229 0.014 0.143
H -2.041 0.028 -1.393 0.152 -0.087 0.341
H -1.755 -1.476 -0.564 0.079 0.149 0.297
H -1.015 1.778 -0.983 0.079 -0.085 -0.031
H 0.655 1.078 1.751 -0.087 -0.109 -0.116
H 0.747 -0.724 1.853 -0.455 0.083 -0.255
H 2.018 1.029 -0.317 0.029 -0.186 0.110
H 2.714 -0.542 0.288 -0.096 0.113 0.208
```
Positions in Å, forces in eV/Å.

The value obtained for the molar mass is 100.12 g/mol. The orbital gap comes out at 9.87 eV. As for the LUMO energy: 0.028 Ha. Its HOMO energy is -9.12 eV. The value obtained for the total energy is -9407.92967 eV.

Results of the Mulliken charge analysis, in e, for atoms 1 through 8: C -1.38; C 0.92; O -0.57; C -0.73; C -0.55; C 0.31; O -0.59; H 0.32


2.
C5H8O2 | wB97M-V/def2-TZVPD

```
15
Properties=species:S:1:pos:R:3:forces:R:3
O -1.657 -0.606 1.461 -0.110 0.164 0.110
C -0.394 -0.576 0.837 0.309 -0.040 -0.129
C -0.489 -0.979 -0.658 -0.014 -0.066 -0.029
C 0.140 0.294 -1.245 0.010 -0.131 -0.365
C 1.366 0.543 -0.350 0.145 -0.042 -0.011
C 0.203 0.826 0.610 0.050 0.077 0.407
O -0.562 1.335 -0.509 -0.108 0.074 -0.009
H -1.792 0.221 1.936 -0.034 -0.076 -0.031
H 0.312 -1.206 1.398 -0.134 0.083 -0.065
H 0.047 -1.898 -0.912 -0.041 0.148 0.040
H -1.539 -1.070 -0.945 0.151 -0.013 0.018
H 0.145 0.441 -2.327 -0.015 -0.036 0.171
H 2.043 -0.290 -0.131 -0.117 0.119 -0.045
H 1.909 1.449 -0.622 -0.099 -0.115 0.037
H 0.266 1.516 1.457 0.005 -0.143 -0.100
```
Positions in Å, forces in eV/Å.

The value obtained for the molar mass is 100.12 g/mol. The orbital gap comes out at 10.81 eV. As for the LUMO energy: 0.036 Ha. Its HOMO energy is -9.82 eV. The value obtained for the total energy is -9408.04153 eV.

Results of the Mulliken charge analysis, in e, for atoms 1 through 8: O -0.55; C 0.22; C -0.79; C -0.11; C -0.57; C -0.37; O -0.46; H 0.31


3.
C5H8O2 | wB97M-V/def2-TZVPD

```
15
Properties=species:S:1:pos:R:3:forces:R:3
C 1.975 0.261 -1.020 -0.122 0.648 0.037
C 1.056 0.836 -0.493 0.343 -0.453 -0.304
C -0.289 1.130 0.038 -0.033 -0.279 -0.191
O -0.334 2.165 0.996 0.195 0.243 -0.052
C -0.858 -0.133 0.698 0.026 -0.037 0.073
C -0.714 -1.404 -0.145 -0.382 0.061 0.038
O 0.580 -1.972 -0.129 0.076 -0.123 0.323
H 2.743 -0.306 -1.497 0.071 0.252 0.048
H -0.904 1.375 -0.843 -0.004 0.046 0.186
H 0.218 2.893 0.684 -0.140 -0.056 0.083
H -0.347 -0.274 1.657 -0.043 0.022 -0.081
H -1.915 0.057 0.919 0.152 -0.043 -0.064
H -1.378 -2.176 0.254 -0.065 0.152 -0.069
H -1.044 -1.191 -1.177 0.161 -0.071 0.113
H 1.211 -1.262 0.058 -0.234 -0.363 -0.139
```
Positions in Å, forces in eV/Å.

The value obtained for the molar mass is 100.12 g/mol. The orbital gap comes out at 10.65 eV. As for the LUMO energy: 0.027 Ha. Its structure (SMILES) is C#C[C@H](O)CCO. Its HOMO energy is -9.91 eV. The value obtained for the total energy is -9407.03887 eV.

Results of the Mulliken charge analysis, in e, for atoms 1 through 8: C -0.29; C -0.44; C 0.51; O -0.51; C -0.87; C -0.34; O -0.50; H 0.40


4.
C5H8O2 | wB97M-V/def2-TZVPD

```
15
Properties=species:S:1:pos:R:3:forces:R:3
C -0.356 1.445 -0.339 -0.020 0.034 -0.001
C -0.156 0.042 0.202 -0.205 0.075 -0.088
O 1.118 -0.193 0.805 0.108 -0.013 -0.053
C 2.180 -0.138 -0.008 0.069 0.072 -0.331
O 2.162 0.103 -1.186 -0.039 -0.131 0.489
C -0.784 -1.142 -0.458 0.029 -0.104 -0.175
C -1.251 -0.691 0.904 -0.085 0.044 0.174
H -0.367 1.455 -1.431 0.041 -0.007 0.133
H 0.461 2.093 -0.014 -0.097 -0.074 0.005
H -1.289 1.878 0.032 0.090 -0.086 -0.064
H 3.087 -0.343 0.580 -0.078 0.020 -0.097
H -1.418 -0.953 -1.321 0.113 -0.013 0.152
H -0.203 -2.058 -0.511 -0.075 0.157 0.023
H -2.214 -0.195 0.989 0.174 -0.070 -0.028
H -0.971 -1.304 1.756 -0.026 0.096 -0.138
```
Positions in Å, forces in eV/Å.

The value obtained for the molar mass is 100.12 g/mol. The orbital gap comes out at 11.31 eV. As for the LUMO energy: 0.037 Ha. Its structure (SMILES) is CC1(OC=O)CC1. Its HOMO energy is -10.32 eV. The value obtained for the total energy is -9408.81794 eV.

Results of the Mulliken charge analysis, in e, for atoms 1 through 8: C -1.50; C 1.27; O -0.35; C 0.08; O -0.47; C -0.67; C -0.75; H 0.29


5.
C5H8O2 | wB97M-V/def2-TZVPD

```
15
Properties=species:S:1:pos:R:3:forces:R:3
C -1.219 0.639 0.522 -0.282 0.063 -0.014
O -0.026 1.428 0.311 0.027 0.304 0.225
C 0.748 0.104 -1.521 0.321 -0.160 -0.107
C 0.045 -1.037 -0.783 0.070 -0.084 -0.049
C -0.333 -0.596 0.648 -0.016 -0.055 0.031
C 0.698 0.439 1.101 0.205 -0.019 0.202
O 1.935 0.305 -1.403 -0.364 -0.269 -0.393
H -1.952 0.668 -0.294 0.252 0.176 0.004
H -1.688 0.964 1.457 -0.096 -0.211 -0.038
H 0.137 0.718 -2.211 0.034 -0.049 0.100
H 0.754 -1.869 -0.764 -0.086 0.035 0.093
H -0.857 -1.349 -1.326 0.168 0.028 0.072
H -0.619 -1.423 1.305 0.036 0.143 -0.133
H 0.640 0.752 2.145 -0.057 -0.297 0.109
H 1.736 0.255 0.812 -0.212 0.397 -0.103
```
Positions in Å, forces in eV/Å.

The value obtained for the molar mass is 100.12 g/mol. The orbital gap comes out at 10.50 eV. As for the LUMO energy: 0.035 Ha. Its HOMO energy is -9.55 eV. The value obtained for the total energy is -9407.68614 eV.

Results of the Mulliken charge analysis, in e, for atoms 1 through 8: C -0.48; O -0.41; C 0.11; C -0.74; C -0.02; C -0.52; O -0.50; H 0.28


6.
C5H8O2 | wB97M-V/def2-TZVPD

```
15
Properties=species:S:1:pos:R:3:forces:R:3
C -1.612 0.045 -0.545 -0.039 0.038 -0.025
C -0.165 0.380 -0.189 -0.169 -0.205 0.089
O 0.193 1.702 -0.549 -0.018 0.090 -0.241
C 0.323 0.171 1.277 -0.064 0.019 0.124
C 1.406 -0.756 0.739 0.263 0.042 0.280
O 0.727 -1.825 0.075 -0.099 -0.113 0.014
C 0.932 -0.611 -0.633 0.072 0.104 -0.347
H -1.706 -0.980 -0.918 0.055 0.106 0.127
H -2.275 0.150 0.319 0.113 0.031 -0.100
H -1.976 0.732 -1.316 0.061 -0.138 0.037
H 0.083 1.782 -1.505 0.004 0.083 0.151
H 0.692 1.117 1.681 -0.021 -0.141 -0.058
H -0.376 -0.301 1.973 0.086 0.058 -0.118
H 2.403 -0.952 1.120 -0.166 -0.012 -0.058
H 1.460 -0.658 -1.581 -0.079 0.039 0.124
```
Positions in Å, forces in eV/Å.

The value obtained for the molar mass is 100.12 g/mol. The orbital gap comes out at 10.75 eV. As for the LUMO energy: 0.034 Ha. Its structure (SMILES) is C[C@@]1(O)C[C@H]2O[C@H]21. Its HOMO energy is -9.83 eV. The value obtained for the total energy is -9407.48086 eV.

Results of the Mulliken charge analysis, in e, for atoms 1 through 8: C -1.36; C 1.69; O -0.58; C -1.23; C -0.02; O -0.44; C -0.87; H 0.32


7.
C5H8O2 | wB97M-V/def2-TZVPD

```
15
Properties=species:S:1:pos:R:3:forces:R:3
C -1.005 -0.619 1.022 -0.877 0.168 -0.277
C -1.420 -0.052 -0.383 -0.285 -0.479 0.238
O -0.783 1.129 -0.813 0.232 -0.368 0.272
C 0.572 1.054 -0.522 0.344 -0.139 0.634
C 1.466 -0.108 -0.815 0.508 -0.040 -0.421
C 1.079 0.066 0.606 0.316 0.769 -0.182
O 0.340 -1.022 1.105 -0.379 0.807 -0.745
H -1.151 0.044 1.889 -0.629 0.199 -0.516
H -1.609 -1.516 1.123 -0.197 -0.082 0.301
H -1.208 -0.830 -1.134 -0.196 -0.099 0.295
H -2.489 0.180 -0.424 0.104 -0.263 0.255
H 0.998 2.049 -0.718 0.029 -0.497 0.860
H 1.025 -0.977 -1.295 0.285 0.021 0.167
H 2.501 0.090 -1.022 0.183 0.122 -0.630
H 1.684 0.511 1.383 0.563 -0.119 -0.251
```
Positions in Å, forces in eV/Å.

The value obtained for the molar mass is 100.12 g/mol. The orbital gap comes out at 10.01 eV. As for the LUMO energy: 0.039 Ha. Its structure (SMILES) is C1CO[C@@H]2C[C@@H]2O1. Its HOMO energy is -8.95 eV. The value obtained for the total energy is -9407.04540 eV.

Results of the Mulliken charge analysis, in e, for atoms 1 through 8: C -0.34; C -0.55; O -0.42; C -0.08; C -0.66; C -0.16; O -0.38; H 0.31


8.
C5H8O2 | wB97M-V/def2-TZVPD

```
15
Properties=species:S:1:pos:R:3:forces:R:3
C -1.647 -0.485 -0.504 0.025 -0.262 0.097
C -1.349 -1.257 0.489 -0.083 0.029 -0.264
C -1.763 0.132 0.857 -0.086 0.254 0.235
H -1.718 -0.302 -1.564 0.005 -0.057 0.174
H -0.982 -2.194 0.875 -0.095 0.132 -0.081
H -1.005 0.846 1.208 -0.093 -0.153 -0.082
H -2.750 0.311 1.295 0.164 -0.036 -0.079
C 0.923 1.772 -0.573 -0.080 -0.136 -0.260
O 0.568 1.105 -1.514 0.237 0.387 0.394
H 0.301 2.580 -0.149 -0.020 -0.044 -0.138
H 1.895 1.600 -0.075 -0.102 0.073 -0.022
C 1.882 -1.035 -0.095 -0.065 -0.023 0.332
O 1.481 -0.919 1.037 0.292 -0.087 -0.482
H 1.264 -1.454 -0.907 0.004 -0.027 0.160
H 2.900 -0.701 -0.380 -0.102 -0.050 0.017
```
Positions in Å, forces in eV/Å.

The value obtained for the molar mass is 100.12 g/mol. The orbital gap comes out at 9.76 eV. As for the LUMO energy: 0.021 Ha. Its structure (SMILES) is C1=CC1.C=O.C=O. Its HOMO energy is -9.18 eV. The value obtained for the total energy is -9404.99296 eV.

Results of the Mulliken charge analysis, in e, for atoms 1 through 8: C -0.37; C -0.15; C -0.48; H 0.35; H 0.37; H 0.07; H 0.22; C -0.21